19
Properties=species:S:1:pos:R:3 method="wB97M-V/def2-TZVPD" energy_ha=-734.00749 homo_energy_ev=-7.73 de_lowest_kj_mol=402.02
C -1.65249 -0.27956 0.40049
C 1.03406 -1.02742 0.00439
C 1.08765 0.09452 0.72843
C -0.09214 -1.59676 -0.83760
C -1.14179 0.92787 0.24884
C -0.03779 -1.28765 -2.15605
C 0.52299 2.46608 1.15378
N -1.79592 -1.49626 0.58222
N -1.21390 -2.36126 -0.29847
N 0.15302 1.12265 0.78783
F 2.13937 -1.82349 -0.06183
F 2.23787 0.53053 1.29214
F -0.77788 -1.80508 -3.12862
H -1.63615 1.90759 -0.11686
H 0.69742 -0.49343 -2.44463
H -0.08081 3.13510 0.48172
H 0.23336 2.72721 2.19482
H 1.57041 2.63873 1.15409
H -1.24728 -3.37935 0.01530

***

14
Properties=species:S:1:pos:R:3 method="wB97M-V/def2-TZVPD" energy_ha=-286.23673 total_charge=+1 homo_energy_ev=-15.53 de_lowest_kj_mol=75.27
N 0.18154 -0.00012 0.33889
H 0.93055 -0.29836 0.90112
H 0.00437 0.94314 0.51759
H -0.63408 -0.60605 0.42027
H 0.39531 -0.17204 -0.65925
H -0.87785 2.66112 2.35531
H 0.56727 2.87201 2.18545
O -0.21129 2.59073 1.75003
H 1.64891 0.45707 -2.18793
H 0.35540 1.08486 -2.75612
O 0.69120 0.24218 -2.35627
H -1.06484 -3.43444 -0.94519
H -1.14760 -3.42390 0.59115
O -0.83889 -2.91618 -0.15504

***

25
Properties=species:S:1:pos:R:3 method="wB97M-V/def2-TZVPD" energy_ha=-769.38727 homo_energy_ev=-7.76 de_lowest_kj_mol=477.63
C -1.27903 1.95314 0.46655
C -2.98225 -0.44888 0.53532
C 0.19920 -2.32348 -1.02884
C 3.42566 -0.13122 1.29494
C -0.76271 0.49115 0.75868
N 1.68063 0.75336 -2.41170
O -1.64565 -0.42632 0.15176
O 1.03653 -1.64957 -0.05747
O 2.07542 0.42085 1.25704
Si 0.94374 -0.05837 0.21360
H -1.79036 1.87199 -0.38344
H -1.97474 2.41444 1.26324
H -0.37744 2.68692 0.48501
H -3.48312 0.47588 0.35461
H -3.14938 -0.75400 1.64680
H -3.49736 -1.23978 -0.05173
H 0.94131 -2.95682 -1.60333
H -0.33907 -1.57509 -1.77433
H -0.50491 -2.95268 -0.59269
H 3.46560 -1.14484 1.63240
H 4.01615 0.45504 1.99843
H 3.84448 -0.03786 0.23184
H -0.76103 0.43260 1.95274
H 2.65360 0.52131 -2.33801
H 1.63361 1.71943 -2.47113

***

56
Properties=species:S:1:pos:R:3 method="wB97M-V/def2-TZVPD" energy_ha=-1302.74927 smiles="CCCCc1cc(=O)oc2cc(OCC(=O)NCCN3CCOCC3)ccc12" homo_energy_ev=-8.57 de_lowest_kj_mol=134.92
C -3.76889 -2.07515 -1.01811
C -3.58891 -0.57683 -0.80488
C -3.57002 -0.22794 0.68158
H -4.45682 -0.65244 1.15930
H -2.69194 -0.68201 1.14552
C -3.56920 1.28740 0.93550
C -2.32256 1.93832 0.42154
C -2.33170 2.64314 -0.73241
C -1.14754 3.25120 -1.29790
O -1.10526 3.90457 -2.30927
O 0.02995 3.04750 -0.61575
C 0.07558 2.35071 0.53621
C 1.33741 2.19211 1.10760
C 1.46859 1.49793 2.29673
C 0.32426 0.98321 2.92438
C -0.91138 1.12599 2.34793
C -1.07143 1.79457 1.12580
H -1.77265 0.71201 2.84672
H 0.44424 0.46763 3.86411
O 2.64739 1.25695 2.93285
C 3.84735 1.54047 2.24353
C 4.05740 0.61635 1.03136
O 4.59721 0.98728 0.01366
N 3.59101 -0.62651 1.24584
H 3.16224 -0.82633 2.13808
C 3.66197 -1.70819 0.29006
H 4.06908 -1.30277 -0.63754
C 2.29532 -2.35387 0.03448
N 1.62103 -1.82818 -1.13672
C 0.39434 -2.56140 -1.40307
C -0.25414 -2.03242 -2.68187
H -1.20791 -2.53067 -2.86229
O -0.53270 -0.65719 -2.58264
C 0.65853 0.05330 -2.33602
C 1.31692 -0.41004 -1.03788
H 2.23722 0.15320 -0.89455
H 0.63436 -0.21243 -0.19037
H 0.39042 1.10822 -2.28458
H 1.36218 -0.09943 -3.16647
H 0.42332 -2.21583 -3.52869
H 0.63307 -3.62004 -1.52802
H -0.32189 -2.45608 -0.56670
H 2.44038 -3.42290 -0.14209
H 1.67262 -2.24507 0.94518
H 4.35210 -2.46774 0.67324
H 3.90557 2.58461 1.92149
H 4.64718 1.35560 2.96695
H 2.17615 2.61185 0.57821
H -3.23514 2.78157 -1.30463
H -4.43274 1.72655 0.43359
H -3.67034 1.47475 2.00650
H -2.65938 -0.25600 -1.27871
H -4.41110 -0.04600 -1.28951
H -3.77857 -2.30674 -2.07997
H -2.95573 -2.62970 -0.55393
H -4.70649 -2.41711 -0.58335

***

34
Properties=species:S:1:pos:R:3 method="wB97M-V/def2-TZVPD" spin_multiplicity=2 energy_ha=-3523.06746 total_charge=-2 homo_energy_ev="2.00 / -4.56" de_lowest_kj_mol=0.00
As -0.18990 0.35984 -0.02915
F -0.41780 -1.36588 0.45067
F -1.99856 0.38633 -0.51811
F 0.01855 2.08031 -0.30855
F 1.45217 0.23408 0.62186
F 0.22274 -0.10502 -1.72757
F -0.68686 0.83439 1.64114
O -1.67451 -2.43650 2.44385
H -1.53638 -1.84869 3.18657
H -1.15457 -2.05542 1.73627
O -1.96866 2.58224 2.90760
H -2.54303 1.88012 3.21312
H -1.29142 2.13470 2.40038
O -0.27732 -1.70143 -4.68728
H 0.33725 -1.81321 -3.96198
H -0.12001 -2.45685 -5.25370
O -4.60932 -1.47366 -0.88794
H -3.91216 -1.20933 -1.48822
H -5.41093 -1.13613 -1.28761
O -2.46430 -0.70238 -2.98217
H -1.70109 -1.16634 -3.32641
H -2.15885 -0.31260 -2.16302
O 2.26475 4.26707 -0.17402
H 1.60441 3.57437 -0.19251
H 1.78736 5.04617 0.11115
O 2.89682 -2.00386 -1.34981
H 3.00136 -1.07600 -1.56048
H 3.42439 -2.13188 -0.56145
O 1.71404 -0.53685 3.63355
H 2.51320 -0.13185 3.97055
H 1.29341 0.15301 3.12033
O 4.14807 0.65484 0.74786
H 4.22228 0.69880 1.70118
H 3.21485 0.77762 0.57389

***

23
Properties=species:S:1:pos:R:3 method="wB97M-V/def2-TZVPD" energy_ha=-847.97282 total_charge=+1 homo_energy_ev=-13.86 de_lowest_kj_mol=160.44
C 0.18301 1.90700 0.29340
C -1.85484 0.98636 0.02800
C 1.51580 2.13324 0.93695
C -0.91759 -3.58502 -0.01768
C -0.83291 1.10334 0.93305
C -3.16924 0.29257 0.22512
N -0.25433 2.24480 -0.92949
N -1.47281 1.66138 -1.13911
N -0.28285 -1.34412 0.14615
O -0.75686 -1.19324 -0.98014
O -0.29579 -2.50680 0.56529
F -3.77505 0.35979 -0.97836
F -3.02562 -1.01306 0.50168
F -3.93895 0.84011 1.10998
H 2.26415 1.38948 0.48141
H 1.81112 3.09426 0.61588
H 1.17416 1.95120 1.91884
H -0.31224 -4.39231 -0.29939
H -1.42284 -3.18514 -0.88371
H -1.57017 -3.98736 0.70467
H -0.76623 0.82046 1.96826
H 0.10899 2.75413 -1.75820
H -1.64226 1.43490 -2.10183

***

14
Properties=species:S:1:pos:R:3 method="wB97M-V/def2-TZVPD" energy_ha=-270.50221 homo_energy_ev=-8.83 de_lowest_kj_mol=146.19
O 1.11236 0.19884 -1.72282
C 1.58254 0.57098 -0.50330
C 1.13251 0.07515 0.65101
C 0.06215 -0.98983 0.64046
C -1.25664 -0.49914 0.06680
C -1.59863 0.78655 0.03119
H 2.35630 1.32945 -0.58268
H 1.50972 0.47348 1.58685
H 0.41414 -1.84648 0.04704
H -0.11461 -1.38313 1.64838
H 0.20824 -0.13724 -1.59666
H -1.94367 -1.25265 -0.31917
H -2.53695 1.13626 -0.38463
H -0.92746 1.53775 0.43752

***

10
Properties=species:S:1:pos:R:3 method="wB97M-V/def2-TZVPD" energy_ha=-226.36842 total_charge=+1 homo_energy_ev=-14.37 de_lowest_kj_mol=587.98
C -1.24914 -0.98644 -0.11569
C 0.15275 -1.15677 0.07179
C -0.69955 1.06743 -0.06387
N -1.66811 0.32059 0.16459
N 0.71482 0.46861 0.01345
H 0.37428 -1.80179 0.97771
H 0.69218 -1.66228 -0.81737
H -0.71728 2.19328 -0.23501
H 1.11951 0.97092 0.75872
H 1.28052 0.58645 -0.75432

***

34
Properties=species:S:1:pos:R:3 method="wB97M-V/def2-TZVPD" energy_ha=-1685.17987 smiles="Cc1ccccc1NC(=O)c1c(Cl)nc(C)c(Cl)c1C" homo_energy_ev=-8.89 de_lowest_kj_mol=2.31
C 3.12269 0.97353 -1.73567
C 3.66979 0.17823 -0.59607
C 5.02945 -0.10538 -0.52594
C 5.57578 -0.79180 0.54179
C 4.76300 -1.20394 1.58440
C 3.40767 -0.94556 1.53197
C 2.85618 -0.27755 0.44368
N 1.46032 -0.04727 0.45357
C 0.59806 -0.36876 -0.53941
O 0.91195 -0.90623 -1.57933
C -0.82735 -0.00835 -0.21465
C -1.19604 1.30342 0.08170
N -2.42283 1.69174 0.34388
C -3.40562 0.80493 0.33893
C -3.14328 -0.53214 0.04136
C -1.84941 -0.96425 -0.25561
C -1.58739 -2.39780 -0.57426
H -2.30919 -2.74941 -1.30907
H -0.58674 -2.53463 -0.96916
H -1.70895 -3.00436 0.32347
Cl -4.44519 -1.66685 0.04427
C -4.77491 1.30036 0.65692
H -5.17156 0.77891 1.52647
H -4.73241 2.36605 0.85702
H -5.44542 1.11190 -0.17988
Cl -0.02502 2.56871 0.10314
H 1.07201 0.25261 1.33650
H 2.76022 -1.26738 2.33586
H 5.18075 -1.72733 2.43108
H 6.63584 -0.99480 0.56786
H 5.67162 0.23392 -1.32578
H 2.57658 0.32268 -2.41846
H 3.92600 1.46118 -2.28182
H 2.42505 1.72852 -1.37572

***

82
Properties=species:S:1:pos:R:3 method="wB97M-V/def2-TZVPD" energy_ha=-7449.10605 total_charge=-1 homo_energy_ev=-4.72
C -3.52526 4.92738 4.15002
C -4.10965 4.66180 2.95593
C -3.70059 5.31222 1.64032
P -2.93849 4.02313 0.37938
C -2.13194 2.71756 -0.80568
O -1.80901 1.44873 -0.22340
C -0.49434 1.14232 -0.15675
C 0.52834 2.01642 0.15476
C 1.82765 1.59002 0.20673
C 2.97531 2.54260 0.50317
C 2.14553 0.27592 -0.01047
C 1.12889 -0.62371 -0.30365
C -0.16329 -0.19063 -0.37504
C -1.28756 -1.18416 -0.66470
C -1.77705 -1.83246 0.66326
C -0.81290 -2.24631 -1.69014
C -4.73952 3.49852 -0.05323
C -4.97804 2.01225 -0.19669
O -5.08054 1.40873 -1.23807
F -5.12495 1.34173 0.97258
O -2.81664 2.79772 1.71548
N -1.66526 2.85800 2.40225
O -1.53756 1.91935 3.12279
C -2.72565 5.31186 -1.07271
Br -3.20377 7.20694 -0.71684
C -3.26877 4.90698 -2.48372
C -4.15544 5.92755 -3.22696
Br -1.73585 4.62037 -3.73188
H -3.43573 5.93331 4.55511
H -3.18330 4.07788 4.74739
H -4.94385 3.95743 2.87184
H -2.96303 6.05230 1.96567
H -4.64859 5.74531 1.28737
H -1.64007 4.47359 0.82933
H -1.25258 3.22999 -1.21467
H -2.75058 2.47339 -1.67679
H 0.29141 3.06259 0.33620
H 3.83201 1.98708 0.88931
H 3.30483 2.97408 -0.45196
H 2.66457 3.35909 1.15725
H 3.16357 -0.09571 0.05568
H 1.40843 -1.66251 -0.44458
H -2.15828 -0.67354 -1.07931
H -1.66549 -1.16194 1.51466
H -1.23920 -2.77911 0.80419
H -2.82623 -2.12001 0.52717
H -0.27472 -3.04358 -1.16940
H -1.64379 -2.62851 -2.28858
H -0.11966 -1.74880 -2.37555
H -5.41897 3.73079 0.77789
H -5.20926 3.99098 -0.90622
H -1.65024 5.39980 -1.21608
H -3.83317 3.97790 -2.52412
H -4.48496 5.39764 -4.13335
H -5.06826 6.16180 -2.67675
H -3.60103 6.79397 -3.57862
C 3.41367 -2.21076 3.90528
C 2.83458 -3.44356 3.25664
C 3.80491 -4.58751 3.10520
O 3.27553 -5.27882 1.96684
C 2.61949 -4.35400 1.21318
O 2.22606 -4.54641 0.10828
O 2.48127 -3.19087 1.88849
H 2.72630 -1.37069 3.80650
H 3.60820 -2.38535 4.96380
H 4.34639 -1.91661 3.42071
H 1.92802 -3.75445 3.78376
H 3.83431 -5.24061 3.97483
H 4.81999 -4.25924 2.86761
C 3.68362 -5.61546 -2.51764
C 4.34289 -6.86695 -3.03843
C 5.19576 -7.58971 -2.02824
O 6.14970 -8.25957 -2.86371
C 6.27647 -7.51850 -3.99700
O 7.12086 -7.68364 -4.81577
O 5.31256 -6.56675 -4.06067
H 3.24620 -5.04449 -3.33675
H 2.90122 -5.85709 -1.80123
H 4.41026 -4.96327 -2.03080
H 3.59325 -7.53267 -3.47645
H 4.63508 -8.30626 -1.43213
H 5.73596 -6.91277 -1.36213

***

8
Properties=species:S:1:pos:R:3 method="wB97M-V/def2-TZVPD" energy_ha=-688.53613 smiles="C=C(Cl)OO" homo_energy_ev=-9.99 de_lowest_kj_mol=388.66
C 0.84299 -1.13973 -0.22593
C 0.15031 -0.05492 0.09249
O -1.21591 1.54967 -0.72849
O 0.08675 1.13957 -0.44381
Cl -0.71253 -0.09803 1.67888
H 0.85547 -1.87365 0.49153
H 1.64386 -1.15679 -0.95239
H -1.65094 1.63387 0.08772

***

68
Properties=species:S:1:pos:R:3 method="wB97M-V/def2-TZVPD" energy_ha=-2081.88024 total_charge=+1 homo_energy_ev="-10.41 / -8.55" de_lowest_kj_mol=245.32
Y -0.41290 1.41165 -2.30770
C -0.63059 -0.25371 -0.34217
C -1.13562 0.91078 0.30939
C -2.70537 0.25330 -1.24287
C -1.62417 -0.67902 -1.28855
C -2.41068 1.22456 -0.24675
C 0.66575 -0.93345 -0.07637
H 1.34924 -0.97581 -0.94523
H 0.49509 -1.97291 0.23368
H 1.21783 -0.44566 0.73225
C -1.52652 -1.89298 -2.14022
H -0.83551 -2.61800 -1.69234
H -1.15217 -1.67700 -3.14980
H -2.49969 -2.38018 -2.24117
C -3.94408 0.14543 -2.05449
H -4.40576 -0.84909 -1.92935
H -3.71671 0.27059 -3.12431
H -4.66251 0.92634 -1.77082
C -3.30315 2.30990 0.23509
H -3.93350 1.99119 1.07961
H -3.97590 2.66483 -0.54414
H -2.71726 3.16065 0.58892
C -0.48672 1.63659 1.43912
H -1.23808 1.97981 2.17515
H 0.08541 2.51762 1.10770
H 0.20351 0.96343 1.96133
C 5.81718 0.97785 1.18699
C 6.53179 2.09700 1.03891
C 6.33961 3.21434 0.04488
C 5.49806 2.85999 -1.20069
C 4.03625 3.25896 -0.97300
C 3.59210 2.88445 0.35526
C 3.32857 1.49155 0.65450
C 4.56965 0.54059 0.45737
H 7.33057 3.56317 -0.28221
H 5.60032 1.79063 -1.39168
H 5.86055 4.05110 0.56879
H 4.75008 0.44852 -0.62574
H 6.11483 0.20967 1.91231
H 7.38053 2.25975 1.72318
H 4.27949 -0.46636 0.79601
H 2.91419 1.32357 1.66477
H 3.27328 3.64059 1.07124
H 2.55274 1.12080 -0.04503
H 5.90896 3.37124 -2.07259
H 3.91015 4.35007 -1.10502
P 2.83722 2.62779 -2.51111
C 3.41219 0.94268 -2.84527
C 3.72463 3.62338 -3.76417
P 0.19533 3.60717 -1.39520
C 1.15516 3.21998 -2.97198
C 1.02549 5.09897 -0.81488
C -1.37383 4.06757 -2.22766
H 2.92824 0.18154 -2.21874
H 4.49696 0.87812 -2.68204
H 3.22283 0.71408 -3.90064
H 3.73571 3.05643 -4.69736
H 4.73627 3.90611 -3.46314
H 3.18179 4.54712 -3.97155
H -1.14945 4.89716 -2.92009
H -2.08606 4.41346 -1.45734
H -1.87990 3.25150 -2.81124
H 0.71572 2.53694 -3.77030
H 1.14537 4.18332 -3.50282
H 0.29890 5.82088 -0.43390
H 1.59286 5.58346 -1.60468
H 1.73204 4.86550 -0.01391
Cl -1.19253 1.03455 -4.66302